Density functional theory data (wB97M-V/def2-TZVPD) for a structure of composition C20H19MnN8OSSe.

Values from the calculation:
- multiplicity = 5
- charge = +2
- E (eV) = -142506.370
- LUMO level (spin up / spin down) (eV) = -7.89 / -7.04
- HOMO (spin up / spin down) (eV) = -13.975 / -14.108
- ΔE to the lowest compared entry with this formula, charge and spin (kcal/mol) = 0.0

Geometry (Å):
Mn 0.003 0.173 0.296
N 3.766 -1.844 -0.203
C 2.543 -1.338 -0.302
S 2.280 0.342 0.195
N 1.560 -2.027 -0.778
N 0.377 -1.365 -0.856
C -0.461 -1.720 -1.797
C -0.182 -2.742 -2.810
C -0.467 -2.446 -4.153
C -0.202 -3.369 -5.145
C 0.326 -4.611 -4.817
C 0.603 -4.918 -3.491
C 0.368 -3.991 -2.494
C -1.719 -0.956 -1.850
C -2.835 -1.452 -2.512
C -3.985 -0.684 -2.588
C -3.981 0.562 -1.988
C -2.846 0.965 -1.305
N -1.735 0.236 -1.214
H 4.528 -1.281 0.131
H 3.971 -2.749 -0.596
H -0.848 -1.470 -4.422
H -0.407 -3.123 -6.178
H 0.521 -5.338 -5.594
H 0.999 -5.892 -3.237
H 0.571 -4.243 -1.466
H -2.801 -2.436 -2.955
H -4.860 -1.049 -3.109
H -4.843 1.213 -2.028
H -2.845 1.934 -0.830
N -3.029 0.006 2.600
C -2.159 -0.993 2.379
N -2.347 -2.156 3.006
O -1.185 -0.847 1.598
H -3.798 -0.083 3.242
H -2.870 0.902 2.173
H -3.097 -2.303 3.658
H -1.695 -2.905 2.848
Se 1.413 1.564 2.970
N 0.153 1.739 1.668
C -0.626 2.771 2.013
C -1.705 3.291 1.266
C -2.404 4.353 1.763
C -2.075 4.951 3.012
C -1.032 4.498 3.756
C -0.279 3.395 3.271
N 0.758 2.858 3.891
H -1.915 2.871 0.295
H -3.218 4.772 1.187
H -2.664 5.787 3.362
H -0.747 4.954 4.694

Atoms 1-2, force components in eV/Å:
Mn -0.59 0.44 0.47
N 0.22 0.09 0.04


Density functional theory data (wB97M-V/def2-TZVPD) for an isolated molecule of C20H19N3O2.

Values from the calculation:
- multiplicity = 1
- E (eV) = -29614.920
- LUMO level (eV) = -0.12
- HOMO (eV) = -8.468
- SMILES = CCc1ccc([C@H]2CC(=O)Nc3c2c(=O)nc2c(C)cccn32)cc1
- ΔE to the lowest compared entry with this formula, charge and spin (kcal/mol) = 25.0

Geometry (Å):
C 1.204 2.433 5.095
C 2.299 1.941 4.157
C 1.891 1.804 2.713
C 0.800 2.467 2.166
C 0.485 2.329 0.827
C 1.250 1.525 -0.010
C 0.836 1.388 -1.463
C 1.957 0.966 -2.412
C 2.339 -0.485 -2.260
O 3.453 -0.933 -2.398
N 1.289 -1.330 -1.991
C -0.019 -0.911 -1.781
C -0.290 0.391 -1.538
C -1.675 0.832 -1.309
O -1.985 2.002 -1.197
N -2.595 -0.180 -1.212
C -2.310 -1.413 -1.452
C -3.353 -2.398 -1.344
C -4.679 -1.918 -0.868
C -3.104 -3.690 -1.690
C -1.829 -4.066 -2.170
C -0.836 -3.148 -2.228
N -1.037 -1.856 -1.831
C 2.339 0.856 0.532
C 2.651 0.999 1.872
H 0.314 1.813 5.004
H 1.552 2.387 6.125
H 0.934 3.464 4.879
H 3.149 2.631 4.208
H 2.659 0.969 4.505
H 0.183 3.102 2.780
H -0.374 2.843 0.422
H 0.431 2.355 -1.783
H 2.848 1.578 -2.269
H 1.620 1.098 -3.445
H 1.538 -2.300 -1.852
H -5.402 -2.728 -0.840
H -4.577 -1.481 0.123
H -5.034 -1.124 -1.521
H -3.883 -4.433 -1.622
H -1.645 -5.076 -2.494
H 0.136 -3.401 -2.622
H 2.965 0.226 -0.080
H 3.507 0.473 2.272

Atoms 1-2, force components in eV/Å:
C 0.22 -0.08 -0.08
C -0.06 0.08 0.12


Density functional theory data (wB97M-V/def2-TZVPD) for an isolated molecule of C20H19N3O4.

Values from the calculation:
- multiplicity = 1
- E (eV) = -33708.048
- LUMO level (eV) = 0.66
- HOMO (eV) = -7.394
- SMILES = O=C(Nc1ccc(N2CCN(C(=O)c3ccco3)CC2)cc1)c1ccco1
- ΔE to the lowest compared entry with this formula, charge and spin (kcal/mol) = 72.0

Geometry (Å):
O -4.854 -1.695 -1.040
C -5.081 -0.739 -0.323
N -4.176 0.210 0.047
C -2.827 0.319 -0.297
C -2.181 -0.578 -1.144
C -0.848 -0.411 -1.446
C -0.093 0.642 -0.914
N 1.235 0.804 -1.293
C 1.978 1.983 -0.908
C 2.652 1.803 0.459
N 3.499 0.626 0.430
C 4.846 0.787 0.477
O 5.370 1.884 0.550
C 5.663 -0.454 0.519
C 5.575 -1.579 1.298
C 6.733 -2.340 1.023
C 7.437 -1.623 0.104
O 6.805 -0.484 -0.195
C 2.797 -0.569 0.027
C 2.115 -0.342 -1.338
C -0.757 1.539 -0.071
C -2.096 1.381 0.225
C -6.419 -0.499 0.246
C -7.570 -1.229 0.098
C -8.560 -0.563 0.850
C -7.947 0.521 1.401
O -6.655 0.573 1.046
H -4.522 0.942 0.653
H -2.734 -1.398 -1.569
H -0.391 -1.107 -2.132
H 1.327 2.857 -0.913
H 2.759 2.139 -1.661
H 3.280 2.661 0.699
H 1.896 1.665 1.239
H 4.796 -1.821 1.994
H 7.000 -3.284 1.452
H 8.366 -1.816 -0.395
H 3.490 -1.405 -0.044
H 2.029 -0.798 0.776
H 1.566 -1.240 -1.612
H 2.885 -0.156 -2.094
H -0.237 2.374 0.371
H -2.579 2.092 0.881
H -7.673 -2.124 -0.480
H -9.586 -0.849 0.965
H -8.309 1.302 2.041

Atoms 1-2, force components in eV/Å:
O -0.11 -0.01 0.02
C 0.20 0.29 0.15


Density functional theory data (wB97M-V/def2-TZVPD) for a structure of composition C20H19NO3.

Values from the calculation:
- multiplicity = 1
- E (eV) = -28665.543
- LUMO level (eV) = 0.50
- HOMO (eV) = -7.919
- ΔE to the lowest compared entry with this formula, charge and spin (kcal/mol) = 363.9

Geometry (Å):
C 0.313 1.525 4.583
C 0.890 0.821 3.194
C 1.916 1.614 2.556
O 2.809 0.971 1.725
C 2.587 0.778 0.458
C 3.261 0.145 -0.258
C 2.960 0.046 -1.554
C 1.821 0.277 -2.185
C 0.973 1.088 -1.376
C 1.278 1.415 -0.132
H 0.368 1.936 0.543
H 0.032 1.501 -1.764
O 1.783 0.179 -3.577
C 0.227 -0.118 -4.036
C 0.146 0.037 -5.352
C -1.170 -0.075 -5.852
C -2.004 -0.678 -5.183
C -1.864 -0.956 -3.771
C -0.724 -0.827 -3.341
H -0.557 -0.853 -2.168
H -2.582 -1.605 -3.148
H -3.229 -0.970 -5.464
H -1.452 -0.008 -6.960
H 0.727 0.736 -5.891
H 3.536 -1.057 -2.243
H 4.073 -0.390 0.064
H 1.708 2.669 2.268
H 2.558 1.876 3.466
H 1.261 -0.061 3.643
O -0.164 0.777 2.352
C -1.073 -0.444 2.493
N -0.804 -1.266 3.569
C -1.771 -2.187 3.592
C -2.591 -2.404 2.719
C -2.772 -1.546 1.639
C -2.160 -0.576 1.460
H -1.925 0.025 0.654
H -3.722 -1.520 0.851
H -3.429 -3.287 2.830
H -1.743 -2.793 4.604
H 1.146 1.712 5.284
H -0.609 1.005 5.177
H -0.027 2.488 4.528

Atoms 1-2, force components in eV/Å:
C 0.39 -2.64 1.25
C -2.36 2.12 4.04


Density functional theory data (wB97M-V/def2-TZVPD) for an isolated molecule of C20H19NO4.

Values from the calculation:
- multiplicity = 1
- E (eV) = -30708.244
- LUMO level (eV) = 0.53
- HOMO (eV) = -8.347
- SMILES = Cc1cccc(OCCOC(=O)c2c(-c3ccccc3)noc2C)c1
- ΔE to the lowest compared entry with this formula, charge and spin (kcal/mol) = 495.5

Geometry (Å):
C -4.964 0.425 -2.507
C -3.953 1.049 -1.836
C -3.261 2.453 -2.147
C -2.287 2.954 -1.465
C -1.700 2.119 -0.601
C -2.157 0.940 -0.115
O -1.453 0.373 1.187
C -1.523 -1.114 1.368
C -0.850 -1.945 -0.004
O 0.586 -1.428 0.129
C 0.916 -0.657 -1.049
O 0.215 -0.310 -1.820
C 2.138 -0.435 -0.759
C 3.116 -0.294 0.458
C 2.873 -0.338 1.856
C 3.550 -1.439 2.708
C 3.263 -1.315 3.925
C 2.264 -0.731 4.276
C 1.244 -0.073 3.730
C 1.762 0.193 2.286
N 4.461 0.047 0.123
O 4.395 -0.029 -1.393
C 3.153 -0.005 -1.780
C 2.935 -0.004 -3.355
C -3.349 0.346 -0.729
H -4.391 -0.180 -3.058
H -5.433 1.063 -3.033
H -5.459 -0.197 -1.918
H -3.937 2.700 -2.896
H -2.056 3.802 -1.660
H -0.933 2.706 0.078
H -2.607 -1.267 1.428
H -0.972 -1.072 2.388
H -1.403 -1.661 -0.714
H -0.964 -3.036 0.437
H 4.635 -1.636 2.088
H 3.967 -1.850 4.621
H 1.967 -0.983 5.459
H 0.392 0.370 4.085
H 1.004 0.750 1.585
H 3.131 0.970 -3.513
H 1.753 -0.239 -3.530
H 3.434 -0.548 -3.769
H -3.501 -0.473 -0.561

Atoms 1-2, force components in eV/Å:
C 1.41 -1.41 0.46
C 8.35 4.07 6.71